Computed, not measured: a structure of composition C30H52BrN3P2PbS, with ωB97M-V/def2-TZVPD.

Positions of all 90 atoms, in Å:
N (-4.065, 5.822, -4.316)
C (-3.529, 6.068, -3.122)
C (-2.489, 5.294, -2.592)
C (-2.012, 4.189, -3.329)
C (-2.465, 4.069, -4.660)
C (-3.540, 4.866, -5.078)
C (-1.197, 3.146, -2.666)
Pb (1.032, 2.776, -3.031)
P (3.385, 1.587, -1.355)
C (-0.972, 1.869, -3.350)
C (-0.974, 0.605, -2.634)
C (-0.396, -0.505, -3.298)
C (-0.033, -1.610, -2.604)
C (-0.287, -1.722, -1.160)
C (-1.028, -0.602, -0.550)
C (-1.363, 0.496, -1.275)
Br (1.376, -2.046, -0.112)
H (-1.279, 3.123, -1.571)
H (-1.020, 1.803, -4.447)
H (-2.089, 5.537, -1.611)
H (-2.054, 3.332, -5.346)
H (-3.949, 6.897, -2.550)
H (-3.992, 4.708, -6.059)
H (-0.146, -0.410, -4.365)
H (-1.857, 1.345, -0.789)
H (0.573, -2.391, -3.062)
H (-1.182, -0.623, 0.532)
P (-1.297, -3.324, -0.953)
C (2.294, 2.620, -0.228)
C (3.038, 3.949, -0.005)
H (2.158, 2.078, 0.719)
H (1.267, 2.798, -0.604)
H (2.371, 4.717, 0.399)
H (3.864, 3.816, 0.707)
H (3.468, 4.338, -0.939)
C (2.709, 0.305, -2.515)
C (3.701, -0.834, -2.821)
H (2.481, 0.771, -3.493)
H (1.779, -0.089, -2.083)
H (3.326, -1.416, -3.674)
H (4.686, -0.434, -3.100)
H (3.808, -1.522, -1.977)
C (3.986, 0.417, -0.047)
C (5.501, 0.502, 0.128)
H (3.690, -0.602, -0.322)
H (3.470, 0.623, 0.902)
H (5.821, -0.243, 0.870)
H (6.036, 0.292, -0.810)
H (5.797, 1.497, 0.490)
C (-1.422, -3.799, 0.785)
C (-1.958, -5.214, 0.976)
H (-2.068, -3.059, 1.272)
H (-0.428, -3.682, 1.232)
H (-2.974, -5.327, 0.578)
H (-1.316, -5.956, 0.491)
H (-1.995, -5.451, 2.045)
C (-0.398, -4.560, -1.919)
C (-0.770, -4.633, -3.403)
H (-0.583, -5.528, -1.432)
H (0.671, -4.336, -1.792)
H (-1.791, -5.013, -3.538)
H (-0.692, -3.669, -3.921)
H (-0.081, -5.322, -3.908)
C (-2.977, -3.158, -1.604)
C (-4.025, -2.488, -0.707)
H (-3.282, -4.186, -1.862)
H (-2.888, -2.600, -2.548)
H (-4.001, -1.393, -0.801)
H (-5.024, -2.808, -1.035)
H (-3.913, -2.735, 0.358)
C (1.706, 2.486, 6.918)
C (0.448, 1.817, 6.390)
N (0.618, 1.542, 4.950)
C (-0.339, 0.874, 4.243)
S (-0.821, 1.395, 2.709)
N (-0.882, -0.224, 4.855)
C (0.020, -1.270, 5.398)
C (-0.794, -2.326, 6.121)
H (2.596, 1.905, 6.658)
H (1.649, 2.570, 8.006)
H (1.811, 3.496, 6.505)
H (0.252, 0.871, 6.904)
H (-0.420, 2.479, 6.553)
H (0.958, 2.351, 4.425)
H (-1.641, -0.614, 4.291)
H (0.593, -1.734, 4.577)
H (0.731, -0.784, 6.071)
H (-1.421, -2.888, 5.421)
H (-0.114, -3.030, 6.607)
H (-1.434, -1.882, 6.889)

Cartesian forces, eV/Å:
-0.11 0.03 0.06
0.42 -0.27 -0.15
-0.09 -0.41 -0.23
-0.47 1.08 -0.47
-0.27 -0.07 0.57
0.56 0.00 0.15
-0.46 -0.39 -0.80
1.58 2.12 -0.70
-0.70 -2.38 2.29
-3.06 -1.81 1.91
0.43 2.63 -2.14
0.65 -1.50 -0.30
0.70 0.78 -0.73
-1.14 -1.12 0.47
0.10 1.22 -0.03
0.20 -0.29 1.73
-0.06 0.06 -0.13
-0.01 -0.08 -0.38
0.19 0.12 0.31
-0.15 -0.17 -0.02
-0.28 0.01 0.08
0.11 -0.21 -0.19
0.17 0.13 0.24
-0.16 -0.15 0.47
0.04 -0.48 -0.23
-0.33 0.20 0.04
-0.27 -0.18 -0.43
-0.14 -0.45 0.03
-0.23 0.48 -0.46
0.17 0.35 0.05
0.10 -0.03 -0.49
0.25 0.01 0.07
0.10 -0.19 -0.03
-0.18 0.01 -0.23
-0.14 0.02 0.24
0.54 0.15 -1.58
0.18 0.01 0.25
0.09 -0.38 0.55
0.07 0.30 0.19
0.05 0.25 0.17
-0.25 -0.22 0.05
0.09 0.12 -0.28
0.73 0.16 0.16
0.54 -0.16 0.28
0.10 0.42 -0.22
0.22 0.25 -0.36
-0.01 0.28 -0.23
-0.14 0.08 0.31
0.02 -0.32 -0.12
0.50 0.50 0.28
-0.25 -0.37 -0.09
0.05 -0.09 -0.08
-0.15 -0.16 -0.07
0.19 0.02 0.09
-0.14 0.09 0.21
0.02 0.06 -0.23
0.26 -0.07 0.08
-0.20 -0.17 -0.36
0.09 0.22 -0.14
-0.19 -0.17 0.08
0.31 0.07 -0.04
-0.14 -0.32 0.12
-0.25 0.10 0.17
0.05 0.33 -0.33
-0.21 0.29 0.17
0.19 0.25 0.06
-0.08 -0.31 0.04
0.07 -0.32 0.03
0.32 0.08 0.18
-0.17 -0.06 -0.36
0.12 -0.01 -0.04
0.20 -0.07 0.96
-1.72 0.47 -1.87
1.00 -0.61 2.77
-0.16 0.05 -0.14
0.20 0.63 -2.36
0.28 -0.26 0.60
-0.04 -0.01 0.13
-0.11 0.07 0.14
0.01 0.02 -0.18
0.00 -0.13 0.10
0.05 0.34 -0.08
0.15 -0.30 -0.27
0.27 -0.26 0.32
-0.01 0.05 0.50
-0.17 0.31 0.14
-0.14 -0.24 -0.16
0.03 0.05 0.10
-0.12 0.06 -0.08
0.11 -0.07 -0.09

Values from the calculation:
frontier orbital gap (alpha / beta) = 3.31 / 3.44 eV
net charge = +4
HOMO energy (alpha / beta) = -0.639 / -0.638 Eh
E = -141082.959 eV